Record 1
39
Properties=species:S:1:pos:R:3:forces:R:3:lowdin_charge:R:1 method="wB97M-V/def2-TZVPD" charge=+2 orbital_gap_ev=8.77 energy_ha=-1440.823065
Sn -0.882 1.152 0.935 0.2 -0.2 0.2 1.385
C 2.022 -0.147 1.758 0.0 0.1 -0.1 -0.171
C 2.274 1.348 1.697 0.0 0.0 -0.1 -0.166
N 1.412 2.011 0.687 0.1 -0.1 -0.1 -0.166
C 1.830 1.831 -0.715 -0.1 0.0 0.0 -0.118
C 1.275 0.567 -1.323 -0.1 0.0 0.0 -0.245
C 1.918 -0.060 -2.372 0.0 0.0 0.0 0.025
C 1.350 -1.198 -2.925 0.0 0.0 0.0 0.020
C 0.171 -1.695 -2.394 0.0 -0.1 -0.1 0.024
C -0.422 -1.029 -1.339 0.0 0.1 0.1 -0.243
C -1.709 -1.530 -0.731 0.0 0.1 0.0 -0.117
N -1.892 -1.069 0.655 0.1 -0.1 0.0 -0.165
C -1.306 -1.953 1.694 0.0 0.0 -0.1 -0.168
C 0.203 -1.825 1.751 -0.1 0.1 0.0 -0.172
N 0.594 -0.425 2.046 -0.1 0.0 0.0 -0.153
N 0.118 0.091 -0.827 -0.1 0.1 -0.1 0.024
H 2.670 -0.592 2.514 0.0 0.0 0.0 0.145
H 2.270 -0.615 0.805 0.0 0.0 0.0 0.121
H 3.331 1.528 1.487 0.0 0.0 0.0 0.139
H 2.052 1.802 2.664 0.0 0.0 0.0 0.135
H 1.426 3.007 0.878 -0.1 0.0 0.1 0.131
H 2.917 1.840 -0.817 0.0 0.0 0.0 0.142
H 1.447 2.676 -1.291 0.0 0.0 0.0 0.150
H 2.855 0.336 -2.744 -0.1 0.0 0.0 0.138
H 1.834 -1.703 -3.752 0.0 0.0 0.0 0.137
H -0.283 -2.596 -2.786 0.0 0.0 0.0 0.138
H -1.740 -2.620 -0.797 0.0 0.0 0.0 0.142
H -2.541 -1.150 -1.329 0.0 0.0 0.0 0.145
H -2.890 -1.012 0.828 0.0 0.1 0.0 0.124
H -1.578 -2.996 1.521 0.0 0.0 0.0 0.139
H -1.736 -1.658 2.653 -0.1 0.0 0.0 0.134
H 0.650 -2.105 0.797 0.0 0.0 0.0 0.121
H 0.595 -2.512 2.502 0.0 0.0 0.0 0.145
H 0.439 -0.264 3.039 0.0 0.0 0.0 0.133
I -5.776 1.658 -0.414 -0.1 0.0 0.0 1.095
O -3.767 1.679 -0.528 0.2 0.0 -0.3 -0.703
N -3.211 2.800 -1.154 0.1 0.6 0.5 -0.498
O -3.930 3.646 -1.567 0.2 -0.4 -0.1 0.098
O -1.990 2.782 -1.110 -0.3 -0.3 -0.3 -0.048


Record 2
31
Properties=species:S:1:pos:R:3:forces:R:3:lowdin_charge:R:1 method="wB97M-V/def2-TZVPD" charge=0 orbital_gap_ev=9.08 energy_ha=-539.416470
C -0.410 -0.426 -2.828 0.9 1.4 1.1 -0.053
C -0.814 -1.003 -1.457 0.2 1.4 -0.1 -0.609
C -1.364 -2.393 -1.643 0.0 -0.4 0.6 -0.068
C -1.912 -0.119 -0.841 0.9 0.6 0.3 -0.057
C 0.425 -1.058 -0.529 0.2 0.9 0.0 -0.090
C 1.167 0.245 -0.210 0.7 -0.6 -1.6 -0.208
C 2.274 0.759 -0.885 -0.9 0.0 1.2 -0.091
N 2.736 1.895 -0.214 0.0 -1.0 -0.8 0.049
C 1.954 2.034 0.814 -0.7 -0.3 -0.6 -0.176
N 0.931 1.094 0.846 0.5 0.5 0.6 -0.001
C 0.043 0.816 1.955 0.3 0.4 1.1 -0.230
C 0.639 0.353 3.293 -1.4 0.2 0.2 -0.077
C -0.057 1.708 3.197 0.6 0.6 -0.8 -0.099
H -1.200 -0.533 -3.517 -1.0 -0.4 -1.0 0.058
H 0.475 -0.956 -3.182 0.0 0.2 -0.2 0.083
H -0.218 0.697 -2.804 0.1 -1.5 0.2 0.109
H -0.677 -3.026 -2.207 -0.1 -0.1 0.0 0.090
H -2.322 -2.335 -2.134 -0.3 -0.1 -0.5 0.079
H -1.577 -2.855 -0.672 0.2 -0.1 -0.1 0.090
H -1.554 0.917 -0.666 -0.1 -0.4 -0.4 0.092
H -2.819 -0.092 -1.437 -0.1 0.0 -0.1 0.084
H -2.140 -0.489 0.147 -0.4 -0.3 0.4 0.065
H 1.135 -1.753 -0.979 0.2 0.1 -0.1 0.122
H 0.144 -1.506 0.405 -0.3 -0.4 0.6 0.107
H 2.736 0.294 -1.762 -0.1 0.6 0.4 0.106
H 2.067 2.851 1.495 -0.3 0.1 0.4 0.111
H -0.939 0.463 1.644 0.5 -0.3 0.0 0.120
H 1.700 0.331 3.502 0.1 0.2 -0.6 0.101
H 0.129 -0.442 3.850 0.0 0.4 -0.3 0.096
H 0.509 2.672 3.220 -0.2 -1.2 0.0 0.103
H -1.062 1.857 3.601 0.3 -0.3 -0.1 0.097


Record 3
33
Properties=species:S:1:pos:R:3:forces:R:3:lowdin_charge:R:1 method="wB97M-V/def2-TZVPD" multiplicity=3 charge=+1 orbital_gap_ev="7.04 / 5.81" energy_ha=-668.836519 s2=2.01
C -1.498 2.569 -0.749 -0.1 -1.0 -1.1 -0.056
C -0.844 1.851 0.141 -0.4 -0.4 2.0 -0.054
C -0.267 1.417 -2.603 -2.4 3.0 -3.3 0.040
C 0.484 0.792 -1.702 2.7 -4.1 5.4 -0.056
C -1.201 2.501 -2.201 -3.1 -3.2 -0.1 -0.139
C 0.327 1.025 -0.216 2.4 -1.1 -0.6 -0.069
C -1.644 -1.619 -0.815 0.6 1.6 0.2 -0.048
C 1.523 -2.209 1.988 1.2 2.6 -2.3 -0.004
C 1.094 0.160 2.671 0.3 2.1 -1.1 -0.034
C -0.871 -1.316 0.411 -1.4 1.2 2.7 -0.123
C 1.414 -0.719 1.456 1.0 -0.1 1.0 -0.297
N 1.169 -1.129 -0.799 1.7 -5.7 5.6 0.140
N 1.166 -0.490 -1.842 -4.5 8.7 -2.4 -0.289
N 0.463 -0.556 0.283 -1.5 0.5 -1.8 -0.122
O 1.640 -0.745 -2.909 1.8 -2.0 -3.0 0.098
H -2.329 3.203 -0.535 -0.3 0.3 0.7 0.124
H -1.224 1.875 1.172 0.7 0.0 -0.3 0.123
H -0.187 1.195 -3.634 0.2 -0.2 -0.9 0.124
H -2.236 2.421 -2.788 2.2 0.1 1.1 0.191
H -0.881 3.450 -2.346 1.5 3.2 -1.6 0.097
H 1.392 1.286 0.172 -1.9 0.5 -0.2 0.193
H -1.934 -0.769 -1.361 -0.6 1.6 -0.5 0.069
H -1.048 -2.108 -1.503 0.8 -2.0 -1.3 0.069
H -2.539 -2.073 -0.496 -0.9 -1.1 0.1 0.094
H 0.613 -2.525 2.315 -2.5 -0.8 1.3 0.038
H 1.723 -2.722 1.088 0.7 -1.3 -0.7 0.070
H 2.266 -2.364 2.744 0.5 0.3 0.2 0.102
H 0.776 1.274 2.589 0.2 -2.1 -0.3 0.121
H 1.986 0.199 3.239 1.4 0.3 0.3 0.077
H 0.536 -0.398 3.361 -1.8 -0.5 0.7 0.065
H -0.627 -2.293 0.857 0.1 0.8 0.1 0.120
H -1.593 -0.695 1.130 2.0 -1.2 -1.2 0.181
H 2.350 -0.486 0.881 -0.4 0.1 1.2 0.158


Record 4
36
Properties=species:S:1:pos:R:3:forces:R:3:lowdin_charge:R:1 method="wB97M-V/def2-TZVPD" charge=0 orbital_gap_ev=9.73 energy_ha=-874.762299
C 2.290 2.579 -0.437 -2.1 -0.4 -0.7 -0.076
C 3.189 1.426 0.016 0.5 0.0 0.1 -0.376
C 4.541 1.514 -0.709 0.4 1.0 0.2 -0.067
C 2.540 0.056 -0.226 0.5 0.2 0.1 -0.198
N 1.200 -0.017 0.331 0.0 0.7 0.4 0.134
C 0.248 -0.816 -0.142 -0.1 -0.8 -0.3 -0.449
O 0.464 -1.694 -0.986 0.1 0.2 -0.1 0.031
C -1.152 -0.598 0.394 -0.9 -1.1 0.5 -0.302
N -1.118 0.237 1.610 0.7 -0.8 -0.6 0.064
C -1.981 0.048 -0.712 0.6 1.3 -0.9 -0.106
C -3.445 0.146 -0.383 0.5 -0.6 -0.5 -0.301
C -4.483 -0.455 -1.057 0.4 1.1 1.1 -0.046
N -5.597 -0.077 -0.355 -1.7 -0.4 0.1 0.035
C -5.201 0.675 0.710 -0.5 -0.1 -0.3 -0.190
N -3.905 0.832 0.716 0.0 0.1 0.0 0.090
C 3.373 -1.115 0.337 -0.3 0.5 -0.1 -0.488
O 4.303 -0.970 1.077 0.2 -0.1 0.2 0.120
O 2.941 -2.308 -0.044 0.0 -0.5 -0.2 0.128
H 2.012 2.487 -1.555 0.6 0.1 1.6 0.112
H 1.277 2.609 0.095 1.4 -0.1 -0.6 0.085
H 2.747 3.549 -0.268 0.2 0.0 -0.1 0.067
H 3.430 1.475 1.083 -0.3 0.2 0.1 0.141
H 5.262 0.763 -0.423 0.0 -0.2 0.4 0.070
H 5.041 2.516 -0.594 -0.6 -0.8 0.2 0.099
H 4.409 1.410 -1.764 -0.3 -0.1 -1.0 0.068
H 2.494 -0.082 -1.303 -0.3 -0.2 -0.3 0.160
H 0.904 0.634 1.064 0.1 -0.3 -0.4 0.136
H -1.651 -1.622 0.520 1.0 1.1 0.2 0.173
H -0.976 -0.342 2.430 0.0 0.0 0.0 0.090
H -1.981 0.724 1.716 -0.8 0.4 0.1 0.034
H -1.801 -0.481 -1.692 -0.3 0.4 1.1 0.139
H -1.541 1.082 -0.830 -0.6 -0.7 -0.1 0.140
H -4.504 -1.006 -1.959 -0.1 -0.5 -0.5 0.108
H -6.576 -0.371 -0.533 1.3 0.4 0.1 0.168
H -5.929 1.083 1.409 0.4 -0.1 -0.1 0.123
H 2.149 -2.242 -0.630 0.0 0.1 0.2 0.084


Record 5
41
Properties=species:S:1:pos:R:3:forces:R:3:lowdin_charge:R:1 method="wB97M-V/def2-TZVPD" charge=+1 orbital_gap_ev=10.18 energy_ha=-1516.862926
N -1.234 2.136 2.103 -0.3 -0.2 -0.1 0.138
C -1.083 2.506 0.908 0.2 0.1 0.3 -0.233
C 0.259 3.074 0.489 0.3 -0.3 -0.3 -0.095
C 1.295 1.999 0.518 0.2 -0.3 0.0 -0.158
C 1.352 0.846 -0.213 -0.1 0.8 0.0 -0.136
C 0.336 0.390 -1.203 -0.2 -0.7 0.6 -0.064
C 0.621 -0.960 -1.857 -0.4 0.2 -0.7 -0.153
O 1.274 -1.869 -0.977 -0.1 0.1 -0.4 -0.061
C 0.487 -2.362 0.018 -0.1 0.0 0.0 -0.318
O 0.889 -2.343 1.124 0.5 -0.2 1.3 0.138
N 2.501 0.199 0.166 0.4 0.2 0.1 0.180
C 3.137 0.901 1.094 -0.5 -0.3 -0.5 -0.042
N 2.418 2.003 1.337 0.8 0.0 -0.3 -0.010
P 2.894 3.189 2.525 -1.6 0.6 2.0 0.453
N 1.818 3.324 3.594 0.6 -0.3 -0.5 -0.095
O 4.334 2.681 2.956 0.2 -0.1 -0.7 -0.103
O 3.094 4.505 1.685 0.8 -0.6 -0.4 -0.076
H -2.176 1.760 2.214 0.0 0.0 0.2 0.067
H -1.860 2.402 0.156 -0.1 0.2 -0.2 0.117
H 0.573 3.892 1.127 -0.2 0.1 0.2 0.100
H 0.225 3.455 -0.528 -0.1 0.1 -0.1 0.125
H 0.144 1.148 -1.954 0.2 0.1 -0.2 0.140
H -0.599 0.295 -0.651 -0.2 0.0 0.1 0.118
H 1.242 -0.836 -2.737 0.3 -0.2 0.0 0.134
H -0.327 -1.380 -2.185 -0.1 -0.1 -0.1 0.122
H -0.490 -2.784 -0.228 -0.2 0.1 -0.6 0.149
H 2.815 -0.688 -0.200 -0.2 -0.2 0.1 0.171
H 4.062 0.592 1.533 0.1 0.2 0.2 0.154
H 2.114 3.128 4.538 -0.5 0.1 0.2 0.011
H 4.266 2.291 3.837 0.3 0.0 0.1 0.105
H 4.011 4.564 1.368 -0.2 0.4 -0.2 0.107
C -4.060 -4.027 -2.994 -0.1 -0.2 -0.1 -0.102
C -4.030 -4.677 -1.626 -0.1 -0.2 -0.1 -0.101
O -3.260 -3.735 -0.863 0.0 0.0 -0.1 0.056
C -3.360 -2.530 -1.462 -0.2 -0.1 0.0 -0.588
O -2.974 -1.508 -0.984 0.3 0.1 0.0 0.137
O -3.947 -2.634 -2.668 0.0 -0.1 0.0 0.070
H -4.978 -4.218 -3.542 0.0 0.2 0.0 0.137
H -3.208 -4.312 -3.613 0.0 0.0 0.0 0.134
H -5.021 -4.762 -1.179 0.0 0.1 0.0 0.137
H -3.553 -5.653 -1.623 0.1 0.1 0.1 0.135


Record 6
36
Properties=species:S:1:pos:R:3:forces:R:3:lowdin_charge:R:1 method="wB97M-V/def2-TZVPD" charge=+2 orbital_gap_ev=8.22 energy_ha=-1572.764577
Pd 0.043 0.010 0.052 0.3 -0.3 0.2 0.996
N 2.124 -0.074 0.112 -0.1 0.0 -0.1 -0.060
C 2.804 -1.386 0.332 0.0 0.0 -0.1 -0.197
C 2.362 -2.070 1.603 0.1 0.0 0.1 -0.177
C 0.961 -2.625 1.501 0.0 0.0 0.0 -0.204
N -0.028 -1.516 1.451 -0.2 0.0 0.0 -0.060
H 2.429 0.250 -0.801 0.0 0.1 0.0 0.076
H 2.485 0.608 0.775 0.0 0.0 0.1 0.107
H 3.881 -1.216 0.338 0.0 0.0 0.0 0.136
H 2.574 -2.010 -0.531 0.0 0.0 0.0 0.131
H 2.438 -1.385 2.455 0.0 0.0 0.0 0.129
H 3.049 -2.887 1.820 0.0 0.0 -0.1 0.138
H 0.735 -3.263 2.355 0.0 0.0 0.0 0.137
H 0.846 -3.217 0.592 0.0 0.0 0.0 0.128
H 0.068 -0.970 2.308 -0.1 -0.1 0.1 0.118
H -0.962 -1.909 1.488 -0.1 0.0 0.0 0.072
C -2.825 -2.321 -0.136 0.0 0.0 0.0 -0.057
C -2.956 -0.840 -0.264 -0.1 0.1 0.1 -0.588
N -1.981 0.049 -0.251 0.1 0.0 -0.2 -0.068
C -2.430 1.322 -0.568 0.0 0.0 0.0 -0.313
C -3.771 1.412 -0.716 0.0 0.0 0.0 -0.280
S -4.480 -0.126 -0.524 0.0 0.0 -0.1 1.194
C -1.395 2.308 -0.845 0.0 0.1 0.1 -0.312
C -1.545 3.597 -1.226 0.0 0.0 0.0 -0.283
S -0.025 4.285 -1.558 0.0 0.0 0.0 1.202
C 0.759 2.832 -1.169 0.0 0.0 0.1 -0.592
N -0.074 1.873 -0.802 -0.2 0.1 -0.3 -0.061
C 2.246 2.744 -1.255 0.0 0.0 0.0 -0.064
H -1.786 -2.632 -0.190 0.0 0.0 0.0 0.066
H -3.336 -2.805 -0.969 0.0 0.0 0.0 0.103
H -3.289 -2.690 0.781 0.1 0.0 0.0 0.104
H -4.363 2.275 -0.974 0.0 0.0 0.0 0.102
H -2.458 4.158 -1.342 0.0 0.0 0.0 0.103
H 2.657 3.675 -1.639 0.0 0.0 0.0 0.093
H 2.556 1.953 -1.937 0.0 0.0 0.0 0.092
H 2.687 2.590 -0.269 0.0 0.0 0.0 0.087